{
  "formula": "C6H14NO2",
  "method": "wB97M-V/def2-TZVPD",
  "symbols": ["O", "C", "C", "C", "C", "C", "C", "N", "H", "H", "H", "H", "H", "H", "H", "H", "H", "H", "H", "H", "H", "H", "O"],
  "positions_angstrom": [[3.16552, -0.40835, 0.20866], [2.11924, -0.88255, -0.11474], [0.83116, -0.09345, 0.13462], [0.36311, -0.30746, 1.57047], [-0.64634, 0.75821, 2.03507], [-2.51136, 1.48462, 0.54154], [-2.00827, 0.60788, 1.40083], [-0.24017, -0.52615, -0.82788], [2.03782, -1.90267, -0.53094], [1.01174, 0.96340, -0.03549], [1.22170, -0.26642, 2.23904], [-0.07939, -1.30210, 1.68921], [-0.77248, 0.68287, 3.11274], [-0.24885, 1.75503, 1.84386], [-3.49919, 1.35844, 0.11987], [-2.02331, 2.41224, 0.27236], [-2.55259, -0.28122, 1.70469], [-0.50606, -1.50369, -0.69283], [0.06813, -0.45441, -1.81347], [-1.08819, 0.03896, -0.69879], [-0.33926, 0.31232, -4.17050], [-0.96244, -1.07341, -4.08538], [-0.60281, -0.35110, -3.53917]],
  "forces_ev_per_a": [[0.0489, -0.1513, -0.0918], [-0.0053, 0.4897, 0.2132], [-0.0945, -0.5199, 0.2074], [-0.3457, 0.2801, 0.4462], [-0.3009, -0.0878, -0.1124], [-0.5715, -0.0410, -0.1074], [0.6907, 0.2143, 0.0628], [0.4845, -0.1945, -0.2540], [-0.0631, -0.0957, -0.1011], [0.1302, 0.0856, -0.1528], [0.1622, -0.0240, -0.1605], [0.0992, -0.0757, -0.0561], [0.0971, -0.1097, 0.1494], [0.0490, 0.0500, -0.0684], [-0.0814, -0.0926, 0.0003], [0.2770, -0.0080, 0.0795], [-0.1977, 0.0173, -0.1578], [0.0111, 0.0336, 0.1820], [-0.3943, 0.1409, -0.0495], [-0.0744, 0.0723, 0.0626], [0.1862, 0.4777, -0.3747], [0.1809, 0.3320, 0.3167], [-0.2880, -0.7934, -0.0337]],
  "e_tot_ev": -12026.992,
  "total_charge": 1,
  "homo_ev": -13.79,
  "gap_ev": 10.578
}

=====

{
  "formula": "C6H14NO3S",
  "method": "wB97M-V/def2-TZVPD",
  "symbols": ["C", "C", "C", "C", "C", "C", "N", "O", "O", "O", "S", "H", "H", "H", "H", "H", "H", "H", "H", "H", "H", "H", "H", "H", "H"],
  "positions_angstrom": [[-0.32872, -0.88875, -0.11434], [-1.15899, -0.68635, -1.36513], [-0.77495, -1.70439, 1.07652], [-0.43212, 2.02294, 0.18973], [1.71300, 0.99284, 0.40652], [2.06218, -0.48197, 0.53839], [0.42106, 1.05354, 0.83777], [-4.01639, -0.75551, 0.65227], [-4.09217, 1.28163, -0.61976], [1.12609, -1.17658, -0.32820], [-4.77606, 0.34362, 0.20458], [-1.43041, -1.63631, -1.77979], [-0.49819, -0.11410, -2.06883], [-2.17098, -0.17790, -1.16025], [-1.14430, -0.99341, 1.86348], [0.10758, -2.25772, 1.33008], [-1.62343, -2.25416, 0.79699], [-0.24543, 1.96896, -0.85926], [-1.50651, 1.68986, 0.36357], [-0.30722, 3.14460, 0.46047], [1.63881, 1.27678, -0.65699], [2.41630, 1.47959, 1.09708], [3.01808, -1.01623, 0.34836], [1.69149, -0.60186, 1.57772], [1.16987, -0.93911, -1.30238]],
  "forces_ev_per_a": [[-2.2247, -2.1301, 0.7653], [0.7575, 1.0706, 0.7424], [0.3936, 2.9383, -0.4403], [-1.2870, 0.5578, 1.6901], [2.0462, -0.5192, -1.0799], [0.1546, 0.0291, 1.2009], [-2.2501, 2.2756, 1.2979], [0.7751, -1.4525, 0.6756], [0.1408, 0.5418, -0.3735], [-1.9049, -0.2687, -2.6079], [-0.9555, 0.9074, -0.2581], [-0.0265, -0.7611, -0.5802], [-1.1025, -0.2355, 0.0437], [1.9176, -0.3367, -0.1445], [0.6874, -0.7773, -0.3081], [-0.1365, -0.7388, 0.8915], [-0.9590, -1.3301, -0.2928], [0.1326, 0.0848, -1.0909], [1.2973, 0.7946, -0.1333], [-0.0049, -1.8206, -0.0521], [1.3927, 0.5787, 0.1089], [0.1149, 0.8299, -0.6525], [-0.4061, 1.1196, 0.1260], [0.4376, -1.0754, -0.6329], [1.0098, -0.2822, 1.1044]],
  "e_tot_ev": -24903.237,
  "total_charge": 1,
  "homo_ev": [-11.03, -13.83],
  "gap_ev": [7.111, 8.510],
  "spin_multiplicity": 3
}

=====

{
  "formula": "C6H14NS",
  "method": "wB97M-V/def2-TZVPD",
  "symbols": ["C", "N", "C", "C", "S", "C", "C", "C", "H", "H", "H", "H", "H", "H", "H", "H", "H", "H", "H", "H", "H", "H"],
  "positions_angstrom": [[-0.05130, -0.31481, -1.11833], [1.06519, -0.00415, -0.45987], [0.77600, 0.81096, 0.70564], [1.97018, 0.50765, 1.68798], [2.32702, 1.57349, 3.07671], [0.44476, 2.29565, 0.27621], [-1.31884, -0.73179, -0.68976], [-2.25945, -1.65463, -1.46916], [-0.96929, 2.15838, -0.95899], [0.06432, -0.67350, -2.11181], [0.66965, -2.82627, 0.88016], [-0.05970, 0.41564, 1.29073], [1.92816, -0.51732, 2.02879], [2.86071, 0.66409, 1.09777], [-0.35259, 2.17076, -0.45608], [0.02302, 2.97272, 1.04261], [1.20885, 2.81630, -0.34280], [0.94476, -3.35118, 0.42201], [-1.66023, -0.51512, 0.29584], [-1.97450, -2.75899, -1.63594], [-2.34660, -1.27414, -2.54382], [-3.29010, -1.76374, -1.01791]],
  "forces_ev_per_a": [[0.3458, -2.1844, 0.6622], [-2.0094, 1.7655, -1.5299], [0.7255, 0.0605, 1.4688], [0.5218, 1.8100, -0.5973], [-0.5628, 0.7852, 0.9373], [4.7152, -0.6942, 3.5073], [-0.9361, 0.7516, -0.1006], [-0.3207, -0.3657, -1.5900], [-2.0802, -1.0622, -1.3154], [0.7432, -0.2262, -1.3319], [0.1026, -0.1499, -0.1715], [-0.4914, 0.3062, -0.1491], [-0.4077, -0.4309, -0.3649], [0.1496, -0.6040, -0.6475], [-1.2973, -0.2834, -1.2815], [0.0312, -0.6639, -0.5152], [-0.3450, -0.6141, 0.5826], [-0.1052, 0.1436, 0.1685], [0.0360, -0.0143, 0.8093], [0.3249, 1.4927, 0.6126], [-0.2240, -0.4432, 1.2946], [1.0841, 0.6209, -0.4484]],
  "e_tot_ev": -18766.643,
  "total_charge": -1,
  "homo_ev": -2.28,
  "gap_ev": 3.650
}

=====

{
  "formula": "C6H14O",
  "method": "wB97M-V/def2-TZVPD",
  "symbols": ["C", "C", "C", "C", "C", "O", "C", "H", "H", "H", "H", "H", "H", "H", "H", "H", "H", "H", "H", "H", "H"],
  "positions_angstrom": [[-2.62957, -0.81864, -1.06491], [-2.12698, -0.34034, 0.30305], [-1.09865, 0.70028, -0.14276], [0.14619, 0.61698, 0.68522], [1.34079, 0.52957, -0.25180], [2.33582, -0.33387, 0.38835], [3.44925, -0.39646, -0.47163], [-3.42605, -1.50307, -0.79513], [-1.80623, -1.52980, -1.41532], [-2.93805, 0.01073, -1.76298], [-2.92920, 0.20001, 0.81135], [-1.94036, -1.20713, 1.00598], [-0.82928, 0.70052, -1.22122], [-1.56643, 1.69515, -0.11342], [0.16350, -0.23942, 1.37736], [0.13438, 1.53124, 1.28884], [1.19492, 0.16714, -1.30774], [1.75373, 1.54299, -0.37704], [3.24464, -0.83496, -1.46944], [4.11804, -1.04502, 0.08778], [3.93031, 0.57709, -0.69119]],
  "forces_ev_per_a": [[0.1388, -2.0042, 0.7540], [-1.2297, 0.7316, -1.3264], [-0.1085, 0.3844, 0.4604], [0.5100, 0.5025, -0.2086], [1.4101, -0.2576, 0.8787], [-0.8353, 1.4783, -1.6330], [0.6094, -0.4646, 0.1954], [-0.8097, -0.0569, -0.8310], [-1.0298, 1.3300, -0.3625], [0.4515, -1.1376, 0.7137], [-0.1368, -0.0335, 0.0208], [0.8143, 1.0216, -1.0547], [-0.2914, -0.9161, 0.5421], [0.0255, -0.1437, 0.5324], [-0.0800, 0.2434, -0.4261], [0.7844, -0.2504, 0.1578], [-0.4879, -0.0679, 1.0665], [0.2474, -0.1485, 0.0097], [-0.2691, -0.0671, 0.4594], [0.5372, 0.0239, -0.4105], [-0.2506, -0.1677, 0.4618]],
  "e_tot_ev": -8494.644,
  "homo_ev": -9.75,
  "gap_ev": 10.852
}

=====

> What is the formula in the first record?

C6H14NO2